155
Properties=species:S:1:pos:R:3:forces:R:3 method="wB97M-V/def2-TZVPD" lumo_ev=-1.84 spin_multiplicity=1
C 4.55176 5.21669 1.56470 0.4 -0.4 0.1
O 3.20556 5.50916 1.22590 0.2 -0.1 -0.2
C 3.06592 5.74810 -0.16282 0.3 0.7 -0.6
C 2.64885 4.53527 -1.04922 -0.5 0.0 0.3
C 2.46075 3.15628 -0.31176 1.7 -0.3 -1.0
N 1.14554 2.53265 -0.41644 1.0 0.7 -0.3
P 0.61410 1.88725 -1.91983 -1.8 -0.9 -0.2
N 1.33929 2.65882 -3.28183 0.7 -0.5 1.2
O 1.31278 0.37367 -1.96882 0.2 1.4 -0.3
C 0.13542 2.90003 0.53236 -2.2 -0.7 -0.1
C -0.96017 1.76533 0.51626 0.3 2.1 -0.9
O -0.58212 0.68091 0.75717 0.4 -2.4 0.5
C -2.51109 1.86519 0.31029 -0.9 -0.5 0.5
F -3.08108 3.06710 0.53421 0.3 0.1 -0.2
F -3.02352 1.04050 1.27655 0.0 0.0 -0.2
C -3.08095 1.32216 -1.04199 0.7 0.7 -0.3
F -2.60150 2.08897 -2.05342 -0.4 0.4 0.1
F -2.63850 0.08909 -1.29999 -0.2 -0.4 0.5
C -4.62299 1.34877 -1.22955 -1.1 0.1 -1.3
F -5.13358 2.61919 -1.30958 0.8 0.2 0.2
F -5.33950 0.72455 -0.29114 0.7 -0.1 0.4
C -5.04001 0.66697 -2.59718 1.1 1.9 0.0
O -5.51752 -0.38599 -2.55502 -1.2 -3.1 0.2
O -4.89379 1.30843 -3.76332 0.2 1.1 0.5
C -0.40364 4.35977 0.38470 1.7 0.5 0.7
Cl -1.17570 4.69415 -1.22396 0.2 -0.1 0.3
O -1.14429 4.75695 1.49385 0.2 -0.2 -0.8
C -1.00214 6.13167 1.81906 -0.7 1.4 0.7
C -1.91885 7.12525 1.04124 -0.5 -0.1 0.0
C -3.31185 6.55390 0.60771 -0.8 0.8 0.1
C -3.72903 7.15699 -0.72185 0.2 -0.8 2.0
F -3.92656 8.48747 -0.71259 0.6 0.2 -0.1
C -3.92360 6.50609 -1.83616 -0.1 0.9 -0.6
F -4.10098 5.21745 -1.95491 0.3 -0.5 -0.3
F -3.99644 7.16116 -2.98419 -0.5 -0.4 -0.4
P 0.72272 2.86233 2.37747 0.2 1.3 1.2
O -0.64057 2.42384 3.20233 1.1 -0.7 -1.3
Cl 2.03255 1.23585 2.57832 -0.7 0.1 -0.4
H 5.22921 6.07181 1.37124 -0.4 -0.2 0.1
H 4.60151 4.94247 2.62973 -0.2 0.2 -0.4
H 4.95174 4.35833 0.98275 -0.3 0.3 0.2
H 2.33470 6.56772 -0.31325 0.2 -0.4 0.3
H 4.03011 6.15085 -0.54199 -0.5 -0.2 0.1
H 1.69016 4.77630 -1.54424 0.4 0.0 0.3
H 3.38128 4.43645 -1.87158 -0.3 -0.1 0.4
H 2.89595 3.16965 0.70407 -0.7 0.2 -0.3
H 3.15443 2.47474 -0.85191 -0.4 0.1 0.4
H 1.07768 3.63943 -3.34723 0.0 -0.2 -0.1
H 2.35544 2.55296 -3.29684 -0.2 0.2 -0.2
H 0.76229 -0.11494 -2.61636 0.1 -0.3 0.4
H -4.71014 2.25394 -3.61372 0.2 -0.3 -0.1
H 0.50786 4.99445 0.38750 -0.4 -0.3 -0.3
H 0.03657 6.51082 1.76557 -0.2 -0.6 -0.2
H -1.29210 6.21872 2.88258 0.1 -0.4 -0.5
H -1.44444 7.59498 0.16267 0.1 -0.5 0.3
H -2.13342 7.95506 1.74143 0.3 -0.3 -0.3
H -3.38234 5.45905 0.59137 0.3 0.4 -0.2
H -4.08056 6.89796 1.32955 0.4 -0.3 -0.1
H -0.65003 1.44312 3.33696 -0.3 0.4 0.1
O -8.30748 4.72773 0.33383 0.0 -0.1 0.0
C -8.97955 4.03138 -0.39924 0.1 0.1 0.1
C -10.43112 4.27453 -0.57476 -0.1 0.0 0.0
C -11.16700 3.50897 -1.37687 0.0 0.1 0.1
C -10.56678 2.38129 -2.13032 -0.1 -0.1 -0.1
O -11.23828 1.68567 -2.86253 0.0 0.1 0.0
C -9.11477 2.13851 -1.95431 0.1 0.0 0.0
C -8.37952 2.90504 -1.15200 -0.1 -0.1 -0.1
H -10.85220 5.10192 -0.01770 0.0 0.0 0.0
H -12.22826 3.67049 -1.51722 0.0 0.0 0.0
H -8.69299 1.31040 -2.51097 0.0 0.0 0.0
H -7.32073 2.74474 -1.01088 0.0 0.0 0.0
O 1.33254 3.07009 6.26014 0.0 0.0 0.1
C 0.31673 3.05280 6.92623 0.0 0.0 -0.2
C 0.36337 3.21043 8.40074 0.0 0.0 0.1
C -0.74851 3.18839 9.13214 0.1 0.0 0.1
C -2.08126 3.00668 8.50414 -0.1 0.0 -0.1
O -3.09286 2.98862 9.17501 0.1 0.0 0.0
C -2.12695 2.84903 7.03138 0.0 0.1 0.0
C -1.01318 2.87150 6.29876 -0.2 0.0 0.0
H 1.34388 3.34240 8.84156 0.0 0.0 0.0
H -0.73493 3.30103 10.20914 0.0 0.0 0.0
H -3.10712 2.71546 6.58888 0.1 0.0 0.1
H -1.02546 2.75800 5.22135 0.0 0.1 0.2
O 1.73828 -3.81492 7.17801 0.0 0.1 0.0
C 1.23410 -2.89936 6.56385 0.1 -0.1 0.1
C 0.59621 -1.75936 7.26694 -0.1 0.1 0.0
C 0.04132 -0.75609 6.59202 0.0 0.1 0.1
C 0.03951 -0.73610 5.11233 0.1 -0.1 -0.1
O -0.46545 0.18200 4.49680 -0.1 -0.3 0.3
C 0.67491 -1.87160 4.40726 0.1 -0.1 -0.1
C 1.23027 -2.87585 5.08098 0.0 0.1 -0.1
H 0.60837 -1.79204 8.34899 0.0 0.0 0.0
H -0.43003 0.08430 7.08648 0.0 0.0 0.0
H 0.66151 -1.83614 3.32474 0.0 0.1 0.0
H 1.70059 -3.71509 4.58470 0.0 0.0 0.0
O 2.03315 -5.07432 -6.55551 0.0 0.0 0.0
C 1.49796 -4.25189 -5.84002 0.1 -0.1 -0.1
C 0.04107 -3.98842 -5.92719 -0.1 0.0 0.0
C -0.54424 -3.08577 -5.14458 -0.1 -0.1 0.0
C 0.23519 -2.30849 -4.15372 0.1 -0.1 0.0
O -0.30480 -1.48476 -3.43872 0.0 0.1 -0.1
C 1.68929 -2.57107 -4.06539 0.1 0.1 -0.1
C 2.27448 -3.47357 -4.84780 0.0 0.1 0.0
H -0.51124 -4.56674 -6.65701 0.0 0.0 0.0
H -1.60587 -2.87808 -5.19322 0.0 0.0 0.0
H 2.24219 -1.99356 -3.33496 0.0 0.0 0.1
H 3.33571 -3.68024 -4.79728 0.0 0.0 0.0
O 2.99022 -4.37809 -1.93213 0.1 -0.1 0.1
C 3.72370 -5.34579 -2.00008 0.0 0.0 0.0
C 3.49030 -6.41232 -3.00167 0.0 0.0 0.0
C 4.28834 -7.47226 -3.08011 0.1 -0.1 0.0
C 5.44687 -7.63026 -2.16845 0.0 0.0 0.1
O 6.17870 -8.59774 -2.24116 0.0 0.1 0.0
C 5.68086 -6.56408 -1.16541 -0.4 -0.2 0.0
C 4.88044 -5.50356 -1.08876 0.0 -0.1 0.0
H 2.64049 -6.28103 -3.66060 0.0 0.0 0.0
H 4.13136 -8.25743 -3.80393 0.0 0.0 0.0
H 6.52592 -6.69812 -0.51174 -0.1 -0.1 0.0
H 5.03535 -4.71408 -0.36522 0.0 0.0 0.0
O 12.88121 -4.63568 0.56468 -0.1 0.0 0.0
C 11.70596 -4.69203 0.27303 0.2 0.0 0.0
C 11.12134 -5.90992 -0.33880 -0.1 -0.1 -0.1
C 9.83137 -5.96965 -0.66054 0.1 -0.1 0.0
C 8.92464 -4.82243 -0.41943 -0.1 0.0 0.0
O 7.74615 -4.88017 -0.71239 0.5 0.3 0.1
C 9.50748 -3.60503 0.19184 0.1 0.1 0.1
C 10.79731 -3.54465 0.51374 -0.1 0.1 0.0
H 11.79849 -6.73774 -0.50667 0.0 0.0 0.0
H 9.38668 -6.84998 -1.10880 0.0 0.0 0.0
H 8.82958 -2.77756 0.35943 0.0 0.0 0.0
H 11.24140 -2.66475 0.96159 0.0 0.0 0.0
O 4.65383 -11.25910 -10.05091 0.0 0.0 0.1
C 4.32848 -10.65484 -9.05115 0.0 -0.1 -0.1
C 3.63640 -11.33653 -7.93047 -0.1 0.0 0.1
C 3.27777 -10.67226 -6.83462 0.0 -0.1 0.0
C 3.55634 -9.22435 -6.68736 0.0 0.1 0.0
O 3.23103 -8.61783 -5.68671 -0.1 -0.1 -0.2
C 4.24740 -8.54213 -7.80602 0.1 0.1 -0.1
C 4.60629 -9.20595 -8.90226 0.0 0.1 0.1
H 3.44222 -12.39420 -8.05574 0.0 0.0 0.0
H 2.77135 -11.15203 -6.00661 0.0 0.0 0.0
H 4.44053 -7.48416 -7.67959 -0.1 0.0 0.0
H 5.11246 -8.72547 -9.72982 0.0 0.0 0.0
O -8.89456 0.77037 2.57318 0.1 0.0 0.1
C -7.88836 0.98627 3.21598 -0.1 0.0 -0.1
C -6.62723 1.40088 2.56007 -0.1 0.0 -0.1
C -5.52709 1.63420 3.26201 0.3 0.1 0.0
C -5.50445 1.49306 4.73595 0.0 0.0 0.0
O -4.49517 1.70841 5.37717 -0.2 -0.1 -0.1
C -6.76551 1.07911 5.39865 -0.1 0.0 0.0
C -7.87127 0.84486 4.69372 0.1 0.0 0.1
H -6.65137 1.50311 1.48401 -0.1 0.0 0.0
H -4.60218 1.93721 2.78938 0.0 0.0 0.1
H -6.73415 0.97987 6.47647 0.0 0.0 0.0
H -8.80076 0.54229 5.15922 0.0 0.0 0.0